The following is a DFT calculation (ωB97M-V with the def2-TZVPD basis set) of a structure of composition C30H75BCdF4N5.

Output
frontier orbital gap (spin up / spin down): 3.297 / 2.416 eV
expectation value of S²: 0.754
electronic energy: -55873.7826 eV
charge: +2
LUMO level (spin up / spin down): -8.072 / -8.952 eV
multiplicity: 2

Positions of all 116 atoms, in Å:
Cd (-0.78362, -2.81388, -0.98432)
B (-0.01032, -0.75078, -0.24859)
F (0.94708, -1.47157, -0.85011)
F (0.42446, 0.33916, 0.44541)
F (-0.88739, -0.52167, -1.27535)
F (-0.72199, -1.55876, 0.55214)
C (-4.38248, -1.07108, 0.85250)
C (-4.74274, 0.42211, 0.95497)
N (-4.03522, 1.08893, 2.07560)
C (-4.44389, 0.61259, 3.39346)
C (-4.17326, 1.55944, 4.49664)
C (-2.62938, 1.26504, 1.88556)
C (-2.37755, 2.11515, 0.60397)
H (-3.35935, -1.23975, 0.51655)
H (-4.99944, -1.55663, 0.09639)
H (-4.46029, -1.61959, 1.79121)
H (-4.59190, 0.93287, 0.00393)
H (-5.80864, 0.55447, 1.14060)
H (-5.50888, 0.38366, 3.35481)
H (-3.93685, -0.32538, 3.61978)
H (-3.10462, 1.75831, 4.57755)
H (-4.63905, 2.50476, 4.21826)
H (-4.52261, 1.18756, 5.45984)
H (-2.11810, 0.30385, 1.83255)
H (-2.23480, 1.86171, 2.70799)
H (-2.39764, 1.53716, -0.31994)
H (-1.35919, 2.50375, 0.60958)
H (-3.14698, 2.88631, 0.56667)
C (6.47789, 2.83056, -3.92797)
C (4.96267, 3.06461, -3.58772)
N (4.81976, 3.18087, -2.12356)
C (3.40485, 3.13481, -1.71721)
C (2.63337, 1.80607, -2.01022)
C (5.40542, 4.41672, -1.55440)
C (5.76652, 4.31829, -0.05714)
H (6.51377, 2.69118, -5.00843)
H (6.80019, 1.87631, -3.51128)
H (7.17657, 3.63235, -3.68904)
H (4.60399, 3.94546, -4.12021)
H (4.42888, 2.20715, -3.99753)
H (3.24145, 3.40229, -0.67325)
H (2.91582, 3.90457, -2.31421)
H (2.71499, 1.49731, -3.05239)
H (3.11136, 1.06050, -1.37481)
H (1.59281, 1.74342, -1.69175)
H (4.71436, 5.25665, -1.62545)
H (6.27221, 4.73744, -2.13224)
H (6.03523, 5.29942, 0.33435)
H (6.59061, 3.62231, 0.09965)
H (4.90531, 3.90835, 0.47047)
C (2.64291, 0.77068, 2.80286)
C (2.33144, -0.75258, 2.84022)
N (2.06361, -1.32218, 4.18389)
C (1.00824, -0.66760, 4.85045)
C (-0.26708, -0.70292, 4.07044)
C (3.27813, -1.31058, 5.03060)
C (3.18622, -2.31981, 6.17932)
H (1.91374, 1.38322, 3.33314)
H (2.70636, 1.03941, 1.74841)
H (3.63083, 1.04365, 3.17381)
H (1.41724, -0.95557, 2.28244)
H (3.13987, -1.34332, 2.40946)
H (0.74248, -1.17820, 5.77605)
H (1.28050, 0.33869, 5.16883)
H (-0.44655, -1.69302, 3.65140)
H (-1.16104, -0.40484, 4.61824)
H (-0.21093, 0.05418, 3.28829)
H (3.39557, -0.29614, 5.41169)
H (4.17270, -1.53435, 4.44941)
H (4.14529, -2.46660, 6.67604)
H (2.91159, -3.31606, 5.83267)
H (2.50190, -1.94335, 6.93964)
C (1.85310, -4.67964, -1.61431)
C (0.65766, -5.27593, -0.82561)
N (0.00486, -4.37071, 0.14313)
C (0.93244, -3.93578, 1.28065)
C (1.29013, -4.98404, 2.39615)
C (-1.24947, -5.02170, 0.60164)
C (-2.04207, -4.21696, 1.58218)
H (1.68797, -3.75265, -2.16342)
H (2.08309, -5.41642, -2.38394)
H (2.73674, -4.63229, -0.97789)
H (-0.14650, -5.53687, -1.51360)
H (0.88916, -6.22632, -0.34470)
H (1.87177, -3.68634, 0.78715)
H (0.56185, -3.07440, 1.83632)
H (0.37862, -5.29543, 2.90634)
H (1.68502, -5.91704, 1.99404)
H (2.04631, -4.58548, 3.07249)
H (-0.97831, -5.95001, 1.10444)
H (-1.95846, -5.33765, -0.16361)
H (-2.25594, -3.24885, 1.12926)
H (-1.48720, -4.03074, 2.50171)
H (-2.99959, -4.70582, 1.76181)
C (-3.77784, 0.18080, -2.74525)
C (-2.84943, 1.24888, -3.38270)
N (-3.23633, 1.64392, -4.78126)
C (-2.24238, 2.62570, -5.26381)
C (-0.82427, 1.99343, -5.50180)
C (-4.61007, 2.14928, -4.83214)
C (-5.06628, 2.40340, -6.26327)
H (-3.37598, -0.15051, -1.78773)
H (-3.87212, -0.70291, -3.37634)
H (-4.77938, 0.52650, -2.48928)
H (-2.80221, 2.13123, -2.74448)
H (-1.84969, 0.81509, -3.40391)
H (-2.62453, 3.10563, -6.16477)
H (-2.08120, 3.42602, -4.54158)
H (-0.22586, 2.64231, -6.14130)
H (-0.32204, 1.82328, -4.54948)
H (-0.97647, 1.05202, -6.02971)
H (-4.71734, 3.06006, -4.24301)
H (-5.28584, 1.42828, -4.37214)
H (-6.12668, 2.59472, -6.42769)
H (-4.68243, 1.67234, -6.97483)
H (-4.69935, 3.36438, -6.62382)

Force components x, y, z for each atom (eV/Å):
Cd -0.9 -2.2 -3.4
B 1.9 5.3 0.8
F 3.3 -1.4 -0.8
F -0.2 -0.1 -0.4
F -2.1 1.0 -2.1
F -2.0 -0.4 5.3
C 0.4 -0.2 0.0
C -0.8 0.6 0.0
N 0.2 -3.1 -0.3
C -1.2 -0.3 0.0
C 0.7 1.3 0.2
C 0.7 2.5 -1.1
C 0.2 -0.8 0.1
H 0.2 0.4 0.0
H -0.3 0.2 0.1
H -0.4 0.2 0.0
H 0.5 0.0 0.2
H 0.0 -0.3 0.2
H 0.0 0.0 -0.2
H 0.3 -0.3 -0.4
H 0.0 -0.1 0.2
H -0.2 0.1 0.6
H -0.1 0.1 -0.2
H -0.1 -0.3 0.2
H 0.0 -0.4 0.2
H -0.4 -0.2 0.1
H -0.2 0.3 0.3
H 0.4 0.3 -0.1
C -1.2 -0.3 -0.7
C 2.1 0.1 0.7
N -0.6 -0.3 0.7
C -1.1 -0.2 -1.2
C 1.4 -0.1 0.7
C 0.2 0.0 0.2
C -0.1 -0.6 -0.8
H 0.2 0.1 -0.2
H 0.1 0.2 0.3
H -0.3 -0.1 0.2
H -0.2 0.4 0.0
H -0.1 0.0 0.4
H 0.4 -0.1 0.0
H -0.5 0.5 0.0
H -0.1 0.0 0.1
H 0.2 -0.4 -0.2
H -0.1 0.8 -0.1
H -0.5 0.2 -0.3
H 0.1 -0.3 0.0
H -0.1 -0.1 0.0
H 0.1 0.1 0.0
H 0.0 0.2 0.3
C 0.4 -0.7 -0.6
C -0.2 0.4 1.1
N 1.8 -0.8 -0.9
C -1.2 -0.2 1.5
C -0.7 1.0 -0.9
C -0.3 -0.5 0.1
C 0.2 0.4 0.1
H -0.1 -0.1 -0.2
H -0.4 0.3 0.0
H 0.0 -0.3 0.4
H 0.2 0.2 -0.3
H 0.1 0.1 -0.1
H 0.6 -0.2 0.2
H -0.1 0.5 -0.1
H 0.1 -0.1 -0.1
H 0.1 -0.2 0.6
H 0.0 -0.2 -0.6
H 0.3 0.2 0.3
H -0.2 0.0 -0.3
H 0.1 0.3 0.0
H -0.4 0.1 -0.1
H -0.1 -0.4 0.0
C -0.3 -1.3 0.5
C 0.3 0.0 -0.9
N -0.2 -0.8 0.8
C 0.9 -0.8 0.7
C -0.9 -0.5 -1.4
C 0.0 -1.4 1.5
C 0.0 0.7 0.0
H -0.2 0.2 0.3
H 0.1 0.0 0.0
H 0.0 0.4 -0.2
H 0.0 -0.1 -0.3
H 0.5 0.1 0.2
H -0.2 0.4 0.0
H -0.2 0.1 -0.6
H 0.2 0.3 0.5
H 0.2 0.1 -0.2
H -0.3 0.3 0.0
H 0.2 -0.2 0.0
H 0.6 0.2 -0.8
H -0.3 0.3 0.2
H -0.3 -0.1 0.1
H 0.2 0.0 0.2
C 0.2 0.3 0.0
C -0.9 -0.6 -0.9
N 0.7 -0.3 1.2
C 0.8 -0.5 -0.1
C -1.5 0.2 -0.2
C -0.2 -0.2 -0.4
C 0.3 1.1 -0.6
H 0.4 0.0 0.1
H 0.0 0.1 -0.2
H -0.1 0.2 -0.3
H 0.0 0.3 0.3
H 0.0 0.1 -0.2
H 0.1 -0.3 0.0
H -0.3 0.4 0.3
H 0.0 0.0 0.2
H 0.2 0.0 -0.1
H 0.2 -0.1 0.1
H 0.0 0.4 0.2
H 0.2 -0.2 0.0
H -0.2 -0.7 0.5
H -0.2 -0.3 0.2
H 0.5 0.1 0.1

Here are the Mulliken charges for atoms 1 to 8, given in e: 0.36 0.65 -0.32 -0.29 0.04 0.28 -0.78 -0.83

The following is a DFT calculation (ωB97M-V with the def2-TZVPD basis set) of a structure of composition C32H20Cl5HgN7OSbSe4.

Output
frontier orbital gap (spin up / spin down): 4.395 / 6.321 eV
expectation value of S²: 0.776
electronic energy: -380698.9628 eV
charge: -2
LUMO level (spin up / spin down): 3.561 / 3.561 eV
multiplicity: 2

Positions of all 71 atoms, in Å:
Hg (-0.31489, -0.21877, -0.22473)
N (3.15766, 0.93426, -2.58085)
C (2.17661, 0.27301, -1.94610)
N (1.80270, 0.52107, -0.73327)
C (2.39807, 1.54410, -0.01068)
N (2.03629, 1.83451, 1.18861)
N (0.92122, 1.13671, 1.58753)
C (0.71405, 1.07638, 2.83687)
C (-0.48441, 0.39868, 3.35006)
C (-0.71561, 0.31136, 4.71563)
C (-1.86246, -0.33007, 5.15230)
C (-2.73234, -0.86051, 4.21654)
C (-2.42248, -0.71838, 2.86905)
N (-1.32999, -0.10212, 2.44985)
C (3.46758, 2.31311, -0.65660)
C (4.11568, 3.37028, -0.02175)
C (5.10516, 4.07680, -0.67723)
C (5.45421, 3.74021, -1.98311)
C (4.81692, 2.70131, -2.63277)
C (3.82456, 1.99098, -1.96570)
H (3.33646, 0.71337, -3.54639)
H (1.69901, -0.52865, -2.49209)
H (1.41268, 1.52270, 3.54230)
H (-0.02128, 0.76292, 5.41191)
H (-2.08104, -0.40058, 6.21017)
H (-3.64497, -1.35854, 4.51235)
H (-3.07617, -1.10318, 2.09318)
H (3.81070, 3.61829, 0.98563)
H (5.60303, 4.89855, -0.17962)
H (6.22510, 4.29872, -2.49862)
H (5.06961, 2.44291, -3.65404)
C (3.32410, -3.39752, 3.73785)
C (2.19233, -4.20203, 3.63653)
C (1.18473, -3.92327, 2.72899)
C (1.28202, -2.80476, 1.87188)
C (2.43528, -1.99894, 1.98292)
C (3.42999, -2.28987, 2.89513)
N (0.33354, -2.44080, 0.95235)
N (-0.66628, -3.28818, 0.82406)
C (-1.68293, -2.87092, -0.01299)
C (-2.66966, -3.83769, -0.30393)
C (-3.74857, -3.54905, -1.11253)
C (-3.89610, -2.27499, -1.65872)
C (-2.93735, -1.30772, -1.37844)
C (-1.84111, -1.57858, -0.56729)
H (4.10338, -3.62443, 4.45545)
H (2.09142, -5.06680, 4.28522)
H (0.30516, -4.54663, 2.65859)
H (2.52020, -1.14368, 1.32342)
H (4.30082, -1.64528, 2.95387)
H (-2.54172, -4.82261, 0.13123)
H (-4.48301, -4.31969, -1.32238)
H (-4.74315, -2.03888, -2.29176)
H (-3.05346, -0.31178, -1.78996)
Cl (0.64690, 0.96661, -8.80324)
C (0.46076, 0.98115, -7.08108)
C (0.23793, -0.20205, -6.37419)
Cl (0.15456, -1.70139, -7.23973)
C (0.08643, -0.19351, -4.99999)
Cl (-0.19939, -1.65239, -4.11413)
C (0.12397, 1.01172, -4.21897)
O (0.00101, 1.01604, -2.97333)
C (0.37475, 2.19760, -4.98926)
Cl (0.49394, 3.66968, -4.09333)
C (0.53399, 2.17655, -6.36250)
Cl (0.84697, 3.65321, -7.21491)
Se (-5.00234, 2.64514, 3.60180)
Sb (-2.93744, 3.42878, 2.71275)
Se (-3.12928, 4.51238, 0.41429)
Se (-1.10885, 4.21885, 4.03047)
Se (-2.17699, 2.29383, 0.59820)

Force components x, y, z for each atom (eV/Å):
Hg 0.3 -0.6 0.4
N 0.1 -0.1 0.0
C 0.0 0.1 0.0
N 0.0 0.1 -0.2
C -0.2 -0.1 0.1
N 0.1 0.1 0.0
N -0.1 -0.1 -0.1
C 0.1 0.1 0.0
C -0.1 -0.1 0.1
C 0.1 0.0 0.0
C -0.1 0.0 0.0
C 0.0 0.0 0.0
C 0.0 0.0 0.0
N 0.0 0.0 0.0
C 0.1 0.0 -0.1
C 0.0 0.0 0.0
C 0.0 0.0 0.0
C 0.0 0.0 0.0
C 0.0 0.1 0.0
C -0.1 0.0 0.0
H 0.0 0.0 0.0
H 0.0 0.0 0.0
H 0.0 0.0 0.0
H 0.0 0.0 0.0
H 0.0 0.0 0.0
H 0.0 0.0 0.0
H 0.0 0.0 0.0
H 0.0 0.0 0.0
H 0.0 0.0 0.0
H 0.0 0.0 0.0
H 0.0 0.0 0.0
C 0.0 0.0 0.0
C 0.0 0.0 0.0
C 0.0 0.0 0.0
C 0.0 0.0 0.0
C 0.0 0.0 0.0
C 0.0 0.0 0.0
N 0.0 0.1 -0.1
N 0.0 -0.1 0.0
C -0.1 0.1 0.0
C 0.0 0.0 0.0
C 0.0 0.0 0.0
C 0.0 0.0 0.0
C 0.0 0.0 0.1
C -0.1 0.1 -0.3
H 0.0 0.0 0.0
H 0.0 0.0 0.0
H 0.0 0.0 0.0
H 0.0 0.0 0.0
H 0.0 0.0 0.0
H 0.0 0.0 0.0
H 0.0 0.0 0.0
H 0.0 0.0 0.0
H 0.0 0.0 0.0
Cl 0.0 0.0 0.0
C 0.0 0.0 0.1
C 0.0 0.0 0.0
Cl 0.0 0.0 0.0
C -0.1 0.0 0.0
Cl 0.0 0.0 0.0
C 0.1 0.0 0.0
O -0.1 0.2 -0.1
C 0.1 0.0 0.0
Cl 0.0 0.0 0.0
C 0.0 0.0 0.0
Cl 0.0 0.0 0.0
Se -0.1 0.0 0.1
Sb 0.1 0.0 0.0
Se 0.0 0.1 0.0
Se 0.1 0.1 0.1
Se -0.2 0.0 -0.2

Here are the Mulliken charges for atoms 1 to 8, given in e: 1.01 0.18 -0.64 -0.22 0.11 -1.35 1.40 -1.04

The following is a DFT calculation (ωB97M-V with the def2-TZVPD basis set) of a structure of composition C11H14O2.

Output
frontier orbital gap: 7.985 eV
energy above the lowest of the compared OMol25 structures with the same formula, charge and spin: 1105.1 kJ/mol
electronic energy: -15717.9144 eV
charge: 0
LUMO level: 0.406 eV

Positions of all 27 atoms, in Å:
C (-2.60002, -1.92034, -0.80250)
C (-2.80901, -0.43552, -0.44966)
C (-2.17902, 0.16526, 0.92236)
C (-0.80873, 0.40966, 0.66240)
C (0.20872, -0.65755, 0.83353)
C (1.51216, -0.57508, 0.39989)
C (3.80355, -0.78580, -0.08722)
C (3.46065, 0.77313, -0.39147)
C (1.87755, 0.74014, -0.14081)
C (0.94453, 1.67105, -0.31961)
C (-0.31085, 1.51912, 0.08818)
H (-3.98531, -2.46500, -1.02589)
H (-1.70819, -2.08483, -1.96775)
H (-2.57984, -2.24781, 0.55618)
H (-2.60471, 0.36132, -1.10184)
H (-3.94843, -0.05937, -0.30295)
H (-2.15335, -0.31518, 2.12905)
H (-2.86076, 1.19194, 1.09857)
H (0.01615, -1.53133, 1.40142)
H (4.34833, -1.35062, -0.98329)
H (4.54122, -0.58524, 0.90558)
H (3.66551, 1.38778, -1.18267)
H (3.96065, 1.35403, 0.36628)
H (1.40763, 2.63773, -0.63381)
H (-2.37129, 1.76016, -0.27196)
O (2.45774, -1.46122, 0.31942)
O (-1.28490, 2.50353, -0.02146)

Force components x, y, z for each atom (eV/Å):
C -2.9 -0.8 1.0
C -3.6 1.0 3.2
C -3.3 0.4 3.0
C 5.7 -3.2 0.4
C -0.8 0.3 0.2
C -1.4 5.5 -1.8
C 1.2 1.6 0.6
C -3.3 -2.2 3.0
C 2.6 -3.6 0.9
C 3.8 3.4 -1.1
C -5.0 1.3 0.5
H 4.6 1.5 0.1
H -2.8 0.0 4.4
H 1.0 -0.3 -4.7
H 1.2 0.5 -1.9
H 1.9 -1.9 -0.3
H -0.9 0.5 -3.8
H 1.9 -2.6 -0.1
H -0.9 -0.9 0.3
H -1.5 0.9 2.3
H -2.1 -1.7 -2.7
H 0.7 0.3 -3.2
H -0.2 0.0 0.9
H -1.2 -0.5 0.0
H 4.8 3.8 1.1
O 4.2 -1.3 -0.2
O -3.7 -2.0 -2.2

Here are the Mulliken charges for atoms 1 to 8, given in e: -0.77 -0.35 -1.70 0.96 -1.08 -0.05 -0.30 -1.10

The following is a DFT calculation (ωB97M-V with the def2-TZVPD basis set) of a cluster of 2 separate species, C3H9NO2 in total.

Output
frontier orbital gap: 10.841 eV
energy above the lowest of the compared OMol25 structures with the same formula, charge and spin: 110.6 kJ/mol
electronic energy: -8841.8086 eV
charge: 0
LUMO level: 0.836 eV
SMILES: NC=O.CCO

Positions of all 15 atoms, in Å:
N (3.59956, 0.36701, -2.59988)
C (2.62760, -0.40790, -2.05469)
O (1.55146, -0.01000, -1.67793)
H (3.54060, 1.36894, -2.55577)
H (4.49652, -0.05059, -2.75131)
H (2.90892, -1.47295, -1.98236)
C (-1.79237, 0.22952, 0.73518)
C (-2.00138, 0.15990, 2.22157)
O (-3.02080, -0.81768, 2.57527)
H (-1.06810, 1.00047, 0.48399)
H (-1.33409, -0.63498, 0.32732)
H (-2.68442, 0.41271, 0.16184)
H (-2.29684, 1.13850, 2.60494)
H (-1.12675, -0.17057, 2.76456)
H (-3.39991, -1.11239, 1.74728)

Force components x, y, z for each atom (eV/Å):
N 0.1 -0.3 0.1
C -0.2 0.1 0.1
O 0.0 0.1 0.0
H -0.2 0.1 0.0
H 0.2 0.0 -0.1
H 0.1 0.0 -0.1
C 0.8 0.7 0.1
C -1.0 -0.6 0.3
O 0.4 0.6 -0.1
H -0.1 0.4 0.1
H 0.3 -1.2 -0.2
H -0.6 0.3 0.0
H -0.1 0.0 0.1
H 0.5 0.1 -0.1
H -0.2 -0.1 -0.1

Here are the Mulliken charges for atoms 1 to 8, given in e: -0.34 0.15 -0.54 0.23 0.22 0.28 -1.27 -0.07

Question: Look up the charge of the third one.
Answer: 0